55
Properties=species:S:1:pos:R:3:forces:R:3:nbo_charge:R:1 method="wB97M-V/def2-TZVPD" e_lumo_ha=-0.0008 orbital_gap_ev=9.09 e_above_lowest_ev=0.857 homo_ev=-9.11 e_tot_ha=-1679.4597 smiles="Cc1ccn([C@H](C)C(=O)N[C@H](CNC(=O)c2nc(C)ncc2Cl)CC(C)C)n1"
C -2.794645 -0.173277 -4.173158 0.02 -0.11 -0.32 -0.642
C -2.981916 0.232816 -2.760562 0.12 0.27 0.54 0.145
C -3.861017 -0.299529 -1.790876 0.17 -0.04 -0.54 -0.345
C -3.645073 0.462798 -0.677021 -0.22 -0.13 0.32 -0.025
N -2.715047 1.368667 -0.984623 0.10 -0.26 -0.33 -0.161
C -2.125869 2.342683 -0.122505 -0.23 -0.08 0.59 -0.130
C -2.061482 3.662381 -0.811755 0.07 0.93 -0.26 -0.606
C -0.753238 1.981344 0.412137 -0.10 -0.46 -0.20 0.687
O -0.409376 2.486181 1.462608 -0.16 0.05 0.42 -0.641
N -0.015491 1.165996 -0.373054 -0.74 0.22 0.17 -0.627
C 1.371104 0.847051 -0.195798 0.36 -0.51 -0.97 -0.070
C 1.599222 -0.583981 0.241262 0.53 0.10 0.87 -0.207
N 0.795749 -1.552805 -0.397780 -0.29 -0.12 -0.41 -0.603
C 0.988442 -1.890417 -1.684169 -0.12 -0.22 0.37 0.625
O 1.825878 -1.429465 -2.424492 0.56 0.52 -0.16 -0.599
C 0.048930 -2.971921 -2.102176 1.46 1.13 -0.69 0.123
N -0.777395 -3.332458 -1.185955 -1.02 -0.04 1.84 -0.461
C -1.650690 -4.255720 -1.451801 -1.04 -0.52 1.06 0.422
C -2.573339 -4.642771 -0.362718 -0.37 -0.13 0.39 -0.648
N -1.760240 -4.877347 -2.598785 -1.18 -1.05 0.11 -0.430
C -0.922019 -4.530393 -3.515403 0.41 -0.37 -1.74 0.078
C 0.026690 -3.558839 -3.326578 0.56 0.02 -1.23 -0.105
Cl 1.059710 -3.177847 -4.639423 0.16 0.05 -0.21 0.065
C 2.086076 1.772916 0.711369 0.76 -0.11 0.96 -0.401
C 2.117526 3.186340 0.217610 -0.12 0.54 -0.15 -0.228
C 2.876101 3.311665 -1.085376 0.20 0.10 -0.38 -0.606
C 2.712722 4.072089 1.284359 0.18 0.37 0.26 -0.595
N -2.280214 1.249054 -2.246288 -0.33 -0.55 -0.45 -0.318
H -3.367965 -1.072859 -4.396612 0.03 0.01 0.00 0.218
H -3.126280 0.617909 -4.847708 0.01 -0.04 -0.01 0.230
H -1.743309 -0.367593 -4.385873 0.02 -0.02 -0.03 0.230
H -4.555385 -1.108498 -1.910279 -0.10 -0.10 -0.01 0.228
H -4.078964 0.439904 0.301120 -0.14 -0.04 0.25 0.220
H -2.763052 2.422015 0.755363 -0.05 -0.05 0.08 0.230
H -1.634963 4.396454 -0.134305 0.02 0.13 0.03 0.230
H -1.445464 3.597140 -1.703949 0.03 0.03 -0.08 0.231
H -3.062260 3.978962 -1.100934 -0.01 0.07 -0.04 0.219
H -0.440196 0.846106 -1.234034 -0.07 0.19 0.06 0.428
H 1.813718 0.933651 -1.193427 -0.01 -0.10 0.05 0.215
H 2.645193 -0.822700 0.054140 0.18 0.05 0.06 0.212
H 1.417860 -0.684635 1.312215 0.06 0.12 0.10 0.201
H 0.021069 -1.975901 0.085627 0.02 -0.08 -0.14 0.435
H -3.471498 -5.084816 -0.776120 -0.12 -0.11 0.00 0.232
H -2.092040 -5.376927 0.286890 -0.03 0.00 0.02 0.233
H -2.828244 -3.773387 0.237195 -0.01 0.02 0.09 0.227
H -0.998630 -5.037419 -4.472678 0.10 0.06 -0.04 0.207
H 1.637853 1.747721 1.707279 0.16 -0.07 -0.12 0.241
H 3.117399 1.396724 0.813850 -0.10 0.13 -0.07 0.202
H 1.085880 3.515706 0.049225 0.23 0.05 0.00 0.204
H 3.899330 2.929657 -0.983083 -0.08 0.05 -0.02 0.199
H 2.390276 2.762923 -1.897280 0.09 0.09 0.03 0.205
H 2.937332 4.358664 -1.389980 0.03 -0.03 -0.04 0.210
H 3.747817 3.781686 1.504452 -0.10 0.03 -0.03 0.196
H 2.716530 5.114643 0.961327 0.06 0.04 0.06 0.204
H 2.135994 4.006517 2.209435 0.02 0.00 -0.02 0.216